23
Properties=species:S:1:pos:R:3 method="wB97M-V/def2-TZVPD" energy_ha=-346.80188 smiles=C[NH2+][C@@]1(C)NC1(C)C lumo_energy_ev=-3.3 total_charge=+1 orbital_gap_ev=10.6 homo_energy_ev=-13.840
C -0.597 0.678 0.771
C 0.378 0.178 -0.307
C -0.288 1.890 1.603
C -1.411 -0.351 1.623
C 1.641 0.901 -0.808
C -0.044 -1.679 -1.884
N -0.929 0.930 -0.668
N 0.517 -1.256 -0.547
H -0.012 1.584 2.583
H -1.210 2.492 1.608
H 0.466 2.502 1.185
H -2.190 -0.682 1.059
H -1.792 0.297 2.500
H -0.742 -1.169 1.952
H 1.618 2.073 -0.757
H 1.762 0.521 -1.764
H 2.439 0.597 -0.095
H 0.172 -2.668 -2.135
H -1.076 -1.456 -2.055
H 0.559 -1.180 -2.652
H -1.648 0.355 -1.057
H 1.512 -1.436 -0.526
H -0.072 -1.781 0.130

23
Properties=species:S:1:pos:R:3 method="wB97M-V/def2-TZVPD" energy_ha=-346.65508 lumo_energy_ev=-9.1 total_charge=+1 orbital_gap_ev=5.7 homo_energy_ev=-14.771
C 1.913 -1.672 0.494
C 2.300 -0.221 0.258
C 1.749 0.267 -1.121
C 0.545 1.208 -1.048
C -0.786 0.524 -0.730
N -0.811 -0.005 0.544
C -2.033 -0.475 1.027
N -3.098 -0.356 0.330
H 2.376 -2.353 -0.226
H 0.818 -1.762 0.503
H 2.314 -2.134 1.406
H 3.356 -0.054 0.245
H 1.827 0.395 1.030
H 2.525 0.774 -1.696
H 1.524 -0.631 -1.708
H 0.414 1.735 -2.003
H 0.757 1.934 -0.270
H -1.675 1.206 -0.675
H -1.004 -0.133 -1.592
H -1.321 3.611 1.641
H -1.988 -0.874 2.029
H -1.076 3.593 0.939
H -3.859 -0.863 0.803

23
Properties=species:S:1:pos:R:3 method="wB97M-V/def2-TZVPD" energy_ha=-346.62469 lumo_energy_ev=-8.5 total_charge=+1 orbital_gap_ev=4.4 homo_energy_ev=-12.958
N 1.555 0.310 -3.124
C -2.067 1.774 1.312
C -3.065 2.759 1.113
N 0.142 0.100 -0.159
C -0.388 -1.234 -0.436
C 0.710 -2.167 0.060
C 1.216 -1.392 1.386
C 1.265 0.007 0.821
H 2.583 0.431 -3.038
H 1.055 0.499 -2.198
H 1.375 0.865 -4.005
H -1.504 1.389 0.481
H -1.970 1.121 2.125
H -4.032 2.777 1.753
H -3.083 3.500 0.180
H -1.302 -1.522 0.031
H -0.478 -1.455 -1.524
H 1.400 -2.127 -0.710
H 0.472 -3.212 0.269
H 0.521 -1.539 2.255
H 2.190 -1.850 1.686
H 1.216 0.869 1.484
H 2.187 0.097 0.240

23
Properties=species:S:1:pos:R:3 method="wB97M-V/def2-TZVPD" energy_ha=-346.83648 lumo_energy_ev=-3.8 total_charge=+1 orbital_gap_ev=9.8 homo_energy_ev=-13.599
C 0.346 2.833 0.056
C 1.117 1.530 0.462
C 0.513 0.010 2.160
N 0.241 0.515 1.024
H -0.253 2.692 -0.849
H -0.294 3.221 0.849
H 1.057 3.651 -0.204
H 1.573 1.032 -0.415
H 1.854 1.750 1.235
H -0.083 -0.795 2.569
H 1.439 0.177 2.685
H -0.690 0.190 0.363
N -1.720 -0.291 -0.527
C -1.375 -1.655 -0.989
C 1.033 -2.350 -0.656
C 0.060 -1.738 -1.406
H -2.669 -0.328 -0.104
H -1.861 0.302 -1.328
H -2.044 -1.977 -1.809
H -1.507 -2.324 -0.110
H 2.095 -2.411 -0.975
H 0.801 -2.860 0.274
H 0.366 -1.173 -2.304

23
Properties=species:S:1:pos:R:3 method="wB97M-V/def2-TZVPD" energy_ha=-346.79758 smiles=C[NH+](C)[C@H](N)C1CC1 lumo_energy_ev=-2.7 total_charge=+1 orbital_gap_ev=11.7 homo_energy_ev=-14.400
C -2.732 0.302 -0.292
C -1.904 -0.955 -0.477
C -1.412 0.127 0.403
C 1.996 -0.075 -1.145
C 1.306 -0.864 1.216
C -0.036 0.830 -0.010
N 0.669 1.710 0.773
N 0.918 -0.469 -0.190
H -2.599 1.010 -1.107
H -3.688 0.306 0.236
H -2.188 -1.836 0.005
H -1.621 -1.069 -1.533
H -1.237 -0.253 1.373
H 1.572 -0.111 -2.105
H 2.542 0.918 -0.908
H 2.739 -0.897 -1.058
H 1.988 -0.013 1.605
H 0.365 -0.905 1.807
H 1.566 -1.992 1.175
H -0.058 1.071 -1.076
H 0.415 2.010 1.642
H 0.944 2.488 0.207
H 0.453 -1.333 -0.542

25
Properties=species:S:1:pos:R:3 method="wB97M-V/def2-TZVPD" energy_ha=-820.21108 smiles=CN[C@H]1CS[C@H](O)[C@@H]1[NH2+]C lumo_energy_ev=-2.8 total_charge=+1 orbital_gap_ev=9.8 homo_energy_ev=-12.600
C -1.004 -1.896 0.172
C -0.048 -0.917 -0.565
C -0.136 0.452 0.153
C -1.950 0.607 0.394
C 1.842 -2.224 0.396
C 1.001 2.661 0.283
N 1.414 -1.261 -0.657
N 0.263 1.653 -0.535
O -2.432 1.548 -0.477
S -2.614 -1.111 0.226
H -1.155 -2.871 -0.451
H -0.674 -2.065 1.081
H -0.391 -0.620 -1.580
H 0.157 0.534 1.116
H -2.255 1.118 1.254
H 1.389 -3.204 0.450
H 2.877 -2.411 0.427
H 1.656 -1.805 1.379
H 0.781 2.441 1.390
H 2.067 2.672 0.071
H 0.560 3.619 0.069
H 1.470 -1.654 -1.675
H 1.018 1.441 -1.215
H -0.553 2.056 -1.104
H -3.284 1.236 -0.602

24
Properties=species:S:1:pos:R:3 method="wB97M-V/def2-TZVPD" energy_ha=-688.21929 lumo_energy_ev="1.0 / -0.7" total_charge=0 s_squared=2.0096 orbital_gap_ev="6.5 / 8.9" spin_multiplicity=3 homo_energy_ev="-5.515 / -9.591"
C -0.240 1.910 -0.345
C 1.015 1.670 0.520
C -0.640 0.714 -1.409
C 0.981 0.416 1.381
C -0.927 -0.582 -0.728
C 1.094 -0.942 0.644
N -2.344 -1.848 0.697
N -1.943 -0.508 0.237
P 2.456 -1.291 -0.459
H -1.151 2.035 0.362
H -0.106 2.630 -1.130
H 1.813 1.579 -0.183
H 1.322 2.667 1.010
H -1.605 1.162 -1.677
H 0.025 0.694 -2.242
H 1.787 0.515 2.190
H 0.097 0.165 2.013
H -0.946 -1.509 -1.365
H 1.102 -1.836 1.418
H -1.478 -2.417 0.841
H -3.009 -2.357 0.044
H -1.795 -0.031 1.036
H 2.470 -0.402 -1.580
H 2.021 -2.434 -1.276

24
Properties=species:S:1:pos:R:3 method="wB97M-V/def2-TZVPD" energy_ha=-401.79165 smiles="C=C(C)N[C@H](C)N.C=N" lumo_energy_ev=1.0 total_charge=0 orbital_gap_ev=9.2 homo_energy_ev=-8.291
C 1.189 -0.978 -0.784
C 2.587 -1.181 -0.217
N 0.507 0.086 -0.020
N 1.279 -0.744 -2.209
H 0.604 -1.890 -0.638
H 1.837 0.078 -2.413
H 0.364 -0.614 -2.625
H 0.252 0.375 1.948
H 1.056 0.940 -0.061
H 2.533 -1.377 0.854
H 3.201 -0.298 -0.399
H 3.063 -2.026 -0.712
C -1.784 -0.800 -0.294
C -0.849 0.370 -0.338
C -1.413 1.373 2.696
C -1.246 1.610 -0.629
N -0.770 0.333 2.451
H -1.668 -1.326 0.652
H -2.809 -0.453 -0.348
H -1.585 -1.512 -1.098
H -2.459 1.427 2.393
H -1.040 2.310 3.141
H -0.557 2.440 -0.652
H -2.292 1.857 -0.698

24
Properties=species:S:1:pos:R:3 method="wB97M-V/def2-TZVPD" energy_ha=-401.80491 lumo_energy_ev=0.8 total_charge=0 orbital_gap_ev=8.9 homo_energy_ev=-8.078
C -0.182 0.896 -0.631
C 0.506 0.191 -1.806
C 0.080 0.525 1.953
C -1.284 -1.013 0.743
C -1.578 1.385 -0.962
N -0.123 -0.135 0.674
N 2.444 -0.887 0.044
C 1.285 -1.527 -0.404
N 0.643 -1.223 -1.503
H 0.426 1.725 -0.261
H 2.360 0.117 0.089
H 2.852 -1.260 0.887
H -0.121 0.256 -2.699
H 1.487 0.648 -2.000
H 1.269 -2.588 -0.161
H -1.410 -1.463 -0.240
H 0.260 -0.220 2.733
H -0.791 1.121 2.255
H 0.941 1.191 1.900
H -1.108 -1.797 1.485
H -2.193 -0.490 1.062
H -1.510 2.211 -1.672
H -2.167 0.593 -1.419
H -2.087 1.744 -0.068

24
Properties=species:S:1:pos:R:3 method="wB97M-V/def2-TZVPD" energy_ha=-401.74304 lumo_energy_ev=1.0 total_charge=0 orbital_gap_ev=8.6 homo_energy_ev=-7.550
C 0.118 -1.618 0.532
C 0.323 -2.564 -0.616
C 1.207 -0.826 1.019
C 0.170 2.820 0.597
C 0.741 1.247 -1.332
N -1.273 -0.386 -0.223
C 0.032 1.447 -0.008
N -2.491 -0.940 0.218
N -1.105 0.817 0.286
H -0.583 -1.974 1.281
H -3.119 -0.987 -0.575
H -2.899 -0.378 0.964
H 1.003 -2.146 -1.359
H -0.625 -2.787 -1.105
H 0.750 -3.505 -0.256
H 1.393 -0.900 2.088
H 2.117 -0.835 0.422
H 0.873 0.357 0.860
H -0.167 3.590 -0.107
H -0.426 2.902 1.504
H 1.800 1.490 -1.241
H 0.306 1.913 -2.083
H 0.642 0.229 -1.697
H 1.214 3.035 0.830

24
Properties=species:S:1:pos:R:3 method="wB97M-V/def2-TZVPD" energy_ha=-401.83573 smiles="[H]/N=C/N=C.CC(C)(C)N" lumo_energy_ev=0.5 total_charge=0 orbital_gap_ev=9.1 homo_energy_ev=-8.596
C 0.875 -0.742 -0.655
C 1.474 -1.933 -1.408
C -0.362 -0.225 -1.411
C 0.493 -1.167 0.765
N 1.902 0.285 -0.523
H 2.171 0.626 -1.440
H 1.512 1.070 -0.006
H -0.299 -1.915 0.747
H 0.743 -2.728 -1.513
H 1.800 -1.631 -2.399
H 2.335 -2.316 -0.869
H -0.109 -0.017 -2.449
H -0.723 0.692 -0.954
H -1.163 -0.962 -1.397
H 1.362 -1.583 1.271
H 0.161 -0.297 1.323
C -1.232 2.400 1.225
C -2.389 0.337 1.582
N -2.080 1.384 0.976
N -0.030 2.425 0.830
H 0.435 3.318 0.966
H -1.775 3.256 1.663
H -3.143 -0.300 1.143
H -1.958 0.022 2.533

24
Properties=species:S:1:pos:R:3 method="wB97M-V/def2-TZVPD" energy_ha=-401.77633 smiles="C=C[C@@H](C)C(N)(N)NC" lumo_energy_ev=1.0 total_charge=0 orbital_gap_ev=8.0 homo_energy_ev=-7.017
C -1.271 -0.724 1.902
N -0.867 -0.929 0.507
C -1.230 0.717 -0.873
C -1.540 1.825 -0.168
H -1.456 -1.524 -0.064
H -1.932 0.387 -1.636
H -1.029 -1.618 2.477
H -2.346 -0.534 1.934
H -0.751 0.139 2.318
H -0.943 2.177 0.665
H -2.412 2.412 -0.436
C 1.350 1.301 -1.364
C 0.536 -0.771 -0.010
N 1.362 -0.264 1.042
N 0.982 -2.083 -0.369
C 0.341 0.176 -1.219
H 2.096 -0.840 1.435
H 1.482 0.740 1.121
H 1.102 -2.777 0.360
H 1.419 -2.222 -1.273
H 0.280 -0.413 -2.140
H 1.227 1.795 -2.333
H 2.386 0.950 -1.276
H 1.212 2.079 -0.600